i:
The following is a quantum chemistry calculation of an isolated molecule of C5H6O, from the Open Molecules 2025 dataset.

```
! wB97M-V def2-TZVPD RIJCOSX def2/J DEFGRID3
* xyz 0 1
O -0.989 -1.617 -0.028
C 0.276 -1.142 0.279
C 1.041 -0.348 -0.721
C 0.539 0.288 0.600
C -0.555 1.174 0.530
C -1.375 1.822 -0.029
H -1.594 -0.864 -0.093
H 0.819 -1.826 0.903
H 0.563 -0.178 -1.692
H 2.120 -0.449 -0.759
H 1.242 0.591 1.358
H -2.050 2.548 -0.362
*
```

Output
* HOMO energy: -9.58 eV
* orbital gap: 10.59 eV
* SMILES: C#C[C@@H]1C[C@@H]1O
* LUMO level: 1.0 eV

Results of the Mulliken charge analysis, in e, for atoms 1 through 5: O -0.53; C -0.05; C -0.62; C -0.06; C -0.94

---

ii:
The following is a quantum chemistry calculation of an isolated molecule of C5H6O, from the Open Molecules 2025 dataset.

```
! wB97M-V def2-TZVPD RIJCOSX def2/J DEFGRID3
* xyz 0 1
O 2.001 1.637 0.739
C 0.831 1.909 0.610
C -0.244 0.894 0.362
C 0.308 -0.486 0.290
C -0.428 -1.400 -0.267
C -0.912 -2.138 -1.211
H 0.475 2.954 0.684
H -0.810 1.169 -0.541
H -0.968 0.952 1.187
H 0.235 -1.982 -1.481
H 1.292 -0.702 0.680
H -1.779 -2.807 -1.052
*
```

Output
* HOMO energy: -8.66 eV
* orbital gap: 9.50 eV
* SMILES: C=C=CCC=O
* LUMO level: 0.8 eV

Results of the Mulliken charge analysis, in e, for atoms 1 through 5: O -0.48; C 0.04; C -0.41; C -0.48; C 0.15

---

Least stable = ii